{
  "formula": "C11H15FN3",
  "method": "the ωB97M-V functional and the def2-TZVPD basis",
  "charge": 1,
  "lumo_ev": [-4.62, -4.62],
  "homo_lumo_gap_ev": [7.910, 7.911],
  "homo_ev": [-12.53, -12.53],
  "elements": ["C", "C", "C", "C", "C", "C", "C", "C", "C", "C", "C", "N", "N", "N", "F", "H", "H", "H", "H", "H", "H", "H", "H", "H", "H", "H", "H", "H", "H", "H"],
  "positions_angstrom": [[1.7458, 0.7870, -2.7105], [0.5437, 1.1179, -3.5247], [1.5101, 0.3197, -1.4474], [-0.6650, 1.3083, -2.9749], [0.1971, 0.3907, -0.9215], [-0.9140, 0.9062, -1.5874], [2.6631, -1.1807, 1.6424], [-2.0107, 0.9040, -0.7967], [-1.6437, 0.2157, 0.4316], [-2.2470, 0.6565, 1.7953], [1.0107, -0.1638, 3.1773], [3.3398, -1.9267, 1.0065], [1.5546, -0.6914, 1.9659], [-0.1711, 0.0695, 0.3219], [-1.5389, -3.2034, -0.6386], [2.7120, 0.6114, -3.1420], [0.8322, 1.4921, -4.5596], [2.2553, -0.1150, -0.8170], [-1.5625, 1.6442, -3.4656], [0.5097, -0.3702, 0.9817], [-2.9695, 1.1528, -1.1864], [-2.0099, -0.7800, 0.1535], [-1.9825, 0.0619, 2.5985], [-3.3300, 0.6120, 1.9072], [-1.8394, 1.6201, 1.9940], [1.5937, -0.2846, 4.0023], [0.4807, 0.8255, 2.9406], [0.0405, -0.7100, 3.3501], [4.2707, -1.7683, 0.4714], [-2.3754, -3.5015, -0.9677]],
  "forces_ev_per_angstrom": [[-2.55, -1.78, 0.75], [2.40, 1.99, -1.16], [0.33, 0.34, -0.65], [-1.18, -0.65, 0.81], [0.19, -0.22, 2.78], [0.39, 1.17, -2.70], [-3.39, 0.72, 0.20], [0.84, -0.13, -1.05], [0.00, -0.57, 1.31], [0.11, 0.39, -1.68], [-4.44, 0.52, -2.34], [4.00, -0.54, -1.74], [2.83, -0.46, 0.35], [-1.63, 0.49, -1.47], [-1.09, -0.16, -0.38], [0.26, 0.50, -0.33], [-0.99, -0.75, 1.27], [0.55, -0.02, 0.13], [0.22, 0.22, -0.75], [-0.03, -0.17, 0.18], [-0.76, 0.24, 0.36], [-0.16, -0.53, 0.27], [1.20, -1.60, 1.36], [-0.07, 0.43, -0.93], [-0.17, 1.01, 0.28], [1.65, 0.38, 2.29], [1.76, -0.64, 0.72], [1.05, -0.22, 0.17], [-2.36, -0.19, 1.57], [1.06, 0.23, 0.38]]
}

***

{
  "formula": "CHClO3",
  "method": "the ωB97M-V functional and the def2-TZVPD basis",
  "charge": 0,
  "lumo_ev": 0.35,
  "homo_lumo_gap_ev": 11.796,
  "homo_ev": -11.44,
  "elements": ["C", "O", "O", "O", "Cl", "H"],
  "positions_angstrom": [[0.6767, -0.3523, -0.1255], [0.1784, -1.4814, -0.1565], [-1.4073, 0.7309, -0.1716], [0.0077, 0.8230, -0.1016], [2.3774, -0.0917, -0.1441], [-1.8330, 0.3714, 0.6993]],
  "forces_ev_per_angstrom": [[-2.48, -3.95, -0.40], [1.40, 3.66, 0.28], [-1.22, -0.92, 0.89], [0.46, 0.15, 0.85], [-0.12, 0.40, 0.03], [1.96, 0.65, -1.66]]
}

***

{
  "formula": "C6H10O",
  "method": "the ωB97M-V functional and the def2-TZVPD basis",
  "charge": 0,
  "lumo_ev": [0.52, 0.85],
  "homo_lumo_gap_ev": [7.771, 7.607],
  "homo_ev": [-7.25, -6.76],
  "elements": ["C", "C", "C", "C", "C", "C", "O", "H", "H", "H", "H", "H", "H", "H", "H", "H", "H"],
  "positions_angstrom": [[-1.3122, -0.6531, 1.4829], [-0.0412, 0.1137, 1.2252], [1.2196, -0.5244, 0.8368], [1.5553, 0.3529, -0.3243], [0.7433, 0.5878, -1.4442], [-0.6193, 0.6593, -1.4097], [-1.4306, 0.4534, -2.4763], [-1.3886, -1.5484, 0.8593], [-1.3613, -0.9946, 2.5343], [-2.2179, -0.0589, 1.3183], [0.0381, 1.0879, 1.7000], [1.1001, -1.5793, 0.5637], [2.0155, -0.4476, 1.5892], [2.5549, 0.7950, -0.3446], [1.2388, 0.7580, -2.4060], [-1.1578, 1.0146, -0.5442], [-0.9365, -0.0164, -3.1605]],
  "forces_ev_per_angstrom": [[0.04, -0.01, 0.03], [-0.73, -0.36, 1.22], [-0.04, 0.27, -0.17], [0.92, 0.15, -0.58], [-0.02, -0.05, 0.15], [0.00, 0.09, 0.01], [-0.02, -0.02, -0.30], [0.05, 0.12, 0.00], [0.09, 0.10, -0.20], [0.13, -0.01, -0.01], [0.03, -0.06, -0.14], [0.02, 0.10, -0.04], [-0.16, -0.04, -0.03], [-0.15, -0.11, -0.01], [-0.07, -0.11, 0.09], [-0.01, -0.15, -0.08], [-0.09, 0.09, 0.05]]
}

***

{
  "formula": "CH2IN",
  "method": "the ωB97M-V functional and the def2-TZVPD basis",
  "charge": 0,
  "lumo_ev": [1.06, -3.15],
  "homo_lumo_gap_ev": [10.531, 6.554],
  "homo_ev": [-9.47, -9.71],
  "multiplicity": 3,
  "elements": ["C", "N", "I", "H", "H"],
  "positions_angstrom": [[-0.0558, 0.6095, 0.5279], [-0.8291, 0.2743, -0.3389], [0.2412, -2.4673, -2.1541], [-0.3015, 1.3829, 1.2700], [0.9452, 0.2007, 0.6952]],
  "forces_ev_per_angstrom": [[1.35, 0.80, 1.84], [-1.27, -0.52, -1.43], [0.05, -0.08, -0.05], [-0.26, 0.11, -0.06], [0.13, -0.32, -0.31]]
}

***

{
  "formula": "C3H16O5",
  "method": "the ωB97M-V functional and the def2-TZVPD basis",
  "charge": 0,
  "lumo_ev": 0.47,
  "homo_lumo_gap_ev": 10.473,
  "homo_ev": -10.00,
  "elements": ["C", "O", "C", "C", "H", "H", "H", "H", "H", "H", "H", "H", "H", "H", "O", "H", "H", "O", "H", "H", "O", "H", "H", "O"],
  "positions_angstrom": [[2.1177, 0.3460, 1.0804], [2.5646, 1.6898, 1.3094], [1.7804, -0.3541, 2.3381], [0.6640, -1.3857, 2.2259], [1.1590, 0.6400, 0.5189], [2.7448, -0.0879, 0.3179], [3.3730, 1.8102, 1.8910], [2.7366, -0.6616, 2.7739], [1.4228, 0.3737, 3.0856], [0.9006, -2.2050, 1.5872], [0.4109, -1.7144, 3.3020], [-0.1542, -0.7756, 1.9460], [-1.6759, 5.6406, -1.5335], [-1.6288, 6.6028, -0.4849], [-1.1102, 5.8213, -0.7664], [0.3272, -1.3801, -3.7478], [-0.5571, -2.5458, -3.4314], [-0.1840, -2.0785, -4.1914], [-3.6364, -1.8721, -2.7112], [-2.2789, -1.4001, -3.1720], [-2.8397, -1.4402, -2.3909], [-2.2821, -1.8916, 0.7613], [-2.1491, -1.3239, -0.7123], [-1.7053, -1.8076, 0.0043]],
  "forces_ev_per_angstrom": [[-2.20, 2.93, -1.55], [1.75, 0.89, 1.05], [0.68, -0.22, 1.28], [0.85, 0.35, 3.00], [0.97, -0.99, 0.65], [0.45, -0.89, 0.20], [-1.43, -0.86, -1.05], [-0.12, -0.74, 0.12], [0.07, 0.18, -0.57], [-0.25, -0.57, -0.49], [0.46, -0.01, -1.69], [-1.17, -0.08, -0.89], [0.56, -0.68, -0.13], [0.83, -0.31, 0.52], [-1.39, 0.99, -0.40], [-0.06, -0.21, -0.41], [0.11, -0.28, -0.15], [-0.08, 0.45, 0.73], [-0.14, -0.03, 0.17], [0.18, 0.18, -0.14], [-0.16, 0.06, -0.55], [-0.30, 0.18, -0.02], [-0.21, -0.42, 0.44], [0.61, 0.06, -0.13]]
}

***

{
  "formula": "C42H77Cl14N7",
  "method": "the ωB97M-V functional and the def2-TZVPD basis",
  "charge": 0,
  "lumo_ev": 0.13,
  "homo_lumo_gap_ev": 10.845,
  "homo_ev": -10.72,
  "elements": ["C", "C", "C", "C", "N", "H", "H", "H", "H", "H", "H", "H", "C", "C", "C", "C", "N", "H", "H", "H", "H", "H", "H", "H", "C", "C", "C", "C", "N", "H", "H", "H", "H", "H", "H", "H", "C", "C", "C", "C", "N", "H", "H", "H", "H", "H", "H", "H", "C", "C", "C", "C", "N", "H", "H", "H", "H", "H", "H", "H", "C", "C", "C", "C", "N", "H", "H", "H", "H", "H", "H", "H", "C", "C", "C", "C", "N", "H", "H", "H", "H", "H", "H", "H", "Cl", "C", "C", "Cl", "H", "H", "H", "H", "Cl", "C", "C", "Cl", "H", "H", "H", "H", "Cl", "C", "C", "Cl", "H", "H", "H", "H", "Cl", "C", "C", "Cl", "H", "H", "H", "H", "Cl", "C", "C", "Cl", "H", "H", "H", "H", "Cl", "C", "C", "Cl", "H", "H", "H", "H", "Cl", "C", "C", "Cl", "H", "H", "H", "H"],
  "positions_angstrom": [[1.1707, -4.1798, 8.3802], [2.4668, -4.9458, 8.2496], [2.6736, -5.7253, 6.9156], [1.5288, -6.5766, 6.5152], [0.6633, -7.3068, 6.2015], [1.0144, -3.6727, 9.3322], [0.2272, -4.7089, 8.2464], [1.1695, -3.4332, 7.5860], [2.5062, -5.5986, 9.1216], [3.3762, -4.3878, 8.4725], [3.4866, -6.4348, 7.0694], [3.0335, -5.0288, 6.1584], [-7.2084, -5.7208, -4.0974], [-8.2493, -6.7080, -3.8296], [-8.8473, -7.4667, -5.0704], [-9.4417, -6.5874, -6.1059], [-9.9011, -5.9095, -6.9104], [-6.6701, -5.3972, -3.2066], [-7.5625, -4.8257, -4.6087], [-6.4763, -6.1567, -4.7772], [-9.0632, -6.2183, -3.2949], [-7.7348, -7.4012, -3.1641], [-9.6280, -8.1708, -4.7827], [-8.0373, -8.0629, -5.4904], [0.6678, 0.3944, 1.7498], [0.4428, 1.4541, 0.6467], [0.8924, 1.0460, -0.8239], [-0.1431, 0.1616, -1.4283], [-0.9659, -0.5202, -1.8589], [0.2493, -0.5792, 1.4946], [0.3251, 0.7366, 2.7263], [1.7321, 0.3141, 1.9708], [1.0315, 2.2825, 1.0406], [-0.6060, 1.7355, 0.7412], [1.8567, 0.5403, -0.7743], [0.9749, 1.8817, -1.5189], [-10.5058, 1.9677, -1.1275], [-9.9845, 1.7945, -2.4951], [-8.5141, 1.3747, -2.5306], [-7.5136, 2.4139, -2.2294], [-6.6945, 3.2116, -1.9844], [-10.1338, 2.7560, -0.4731], [-10.5048, 1.0773, -0.4988], [-11.5840, 2.1002, -1.2174], [-10.0993, 2.6967, -3.0959], [-10.6126, 1.0645, -3.0057], [-8.2376, 1.0804, -3.5430], [-8.2635, 0.5393, -1.8767], [0.7709, -7.5576, -0.9207], [1.9052, -6.8298, -0.2205], [3.1733, -7.7162, -0.1038], [2.9669, -9.1187, 0.1353], [2.7795, -10.2612, 0.2748], [0.6217, -8.4938, -0.3829], [0.9333, -7.8553, -1.9566], [-0.2048, -7.0718, -0.9139], [1.5894, -6.4982, 0.7686], [2.2479, -5.9810, -0.8122], [3.8740, -7.3130, 0.6273], [3.6677, -7.7427, -1.0749], [10.7868, -6.9792, 0.2566], [10.7041, -6.2616, -1.0874], [10.5925, -4.6708, -1.0502], [9.3528, -4.1809, -0.3512], [8.4293, -3.8157, 0.2069], [9.8431, -7.0291, 0.7997], [11.4425, -6.4691, 0.9624], [11.2574, -7.9553, 0.1389], [9.8543, -6.5844, -1.6889], [11.5141, -6.5890, -1.7391], [10.5008, -4.3184, -2.0776], [11.5218, -4.2764, -0.6392], [-5.8962, -1.9239, 3.6077], [-5.5894, -2.3204, 5.0031], [-6.6421, -1.7472, 5.9660], [-6.1306, -1.7995, 7.3703], [-5.7344, -1.8777, 8.4700], [-5.0877, -2.1748, 2.9211], [-5.8986, -0.8342, 3.5816], [-6.8222, -2.3805, 3.2582], [-4.5563, -2.1051, 5.2761], [-5.6358, -3.3992, 5.1517], [-7.5611, -2.3305, 5.9087], [-6.8833, -0.7102, 5.7324], [-6.4269, 5.1062, 5.3703], [-5.6044, 5.9730, 6.6590], [-4.0955, 5.6658, 6.8187], [-3.7746, 4.0419, 7.4813], [-6.1646, 5.7250, 7.5605], [-5.7626, 7.0470, 6.5602], [-3.6364, 6.4173, 7.4610], [-3.4876, 5.7189, 5.9155], [4.9286, -3.2394, -6.6199], [3.6034, -2.5227, -7.6527], [4.0621, -2.3728, -9.0874], [4.0709, -4.0276, -9.7744], [3.3946, -1.5436, -7.2215], [2.7639, -3.2171, -7.6868], [5.0769, -1.9974, -9.2189], [3.3123, -1.7694, -9.5991], [7.2091, 3.5031, -1.5327], [8.3682, 4.2116, -0.3678], [7.7607, 4.5386, 0.9612], [6.7956, 6.0075, 0.7904], [8.8502, 5.0896, -0.7980], [9.0520, 3.3813, -0.1918], [8.5777, 4.8487, 1.6127], [7.1817, 3.7857, 1.4959], [6.6188, 9.1717, -5.8265], [6.9720, 7.7151, -6.7995], [5.6612, 7.0317, -7.2494], [6.1151, 5.5613, -8.1397], [7.5892, 6.9991, -6.2568], [7.4764, 8.0507, -7.7056], [5.1049, 7.6415, -7.9612], [5.0518, 6.6778, -6.4178], [-5.4936, 4.6289, -7.8169], [-4.0249, 4.2135, -8.7329], [-3.0321, 3.3964, -7.9387], [-1.4745, 3.3758, -8.6795], [-3.6690, 5.1925, -9.0541], [-4.3726, 3.6720, -9.6127], [-3.4157, 2.4046, -7.6993], [-2.9530, 3.7759, -6.9200], [2.5156, 8.5812, 10.0035], [4.1840, 8.4886, 9.3842], [4.2531, 8.4853, 7.8437], [3.3015, 7.0996, 7.1667], [4.6919, 7.5910, 9.7370], [4.6608, 9.3137, 9.9133], [5.3190, 8.4136, 7.6273], [3.7895, 9.3656, 7.3985], [-0.6018, 8.7101, -2.3461], [-1.0117, 9.8962, -1.1417], [-0.6265, 9.4196, 0.2647], [-1.5730, 10.2296, 1.5671], [-2.1010, 9.9085, -1.1794], [-0.6364, 10.8806, -1.4216], [0.4012, 9.6690, 0.5288], [-0.7692, 8.3410, 0.3316]],
  "forces_ev_per_angstrom": [[-0.30, 1.15, -0.78], [-0.14, -1.24, 0.99], [0.01, -0.15, 1.08], [-1.86, -1.27, -0.93], [2.29, 2.03, 0.89], [0.55, 0.08, 0.04], [0.37, -0.74, -0.19], [-0.23, 0.41, 0.08], [-0.14, -0.83, -0.26], [-0.19, 0.72, -0.58], [0.18, 0.03, -0.01], [-0.54, -0.16, -0.35], [1.41, 1.45, -1.46], [-1.50, -0.92, 0.30], [0.44, 0.51, 0.49], [0.54, -0.26, 0.45], [-0.02, 0.00, 0.06], [-0.16, -0.10, 0.08], [-0.15, 0.09, 0.02], [0.33, 0.02, 0.00], [-0.13, -0.27, 0.21], [-0.72, -0.64, 0.02], [0.04, 0.05, 0.23], [-0.07, 0.07, -0.38], [0.65, 0.01, -0.37], [0.36, -0.31, 0.60], [-1.27, -0.16, 1.03], [0.33, -0.21, 0.28], [0.37, 0.34, 0.15], [0.01, 0.00, 0.19], [-0.72, 0.06, -0.23], [0.25, -0.46, -0.47], [0.00, 0.42, -0.70], [0.00, 0.16, -0.71], [-0.09, -0.10, -0.11], [0.11, 0.25, 0.34], [-1.83, -0.05, 1.66], [0.91, 0.07, -0.61], [0.75, 0.05, -0.70], [1.29, 1.83, 0.85], [-1.78, -1.69, -0.56], [0.33, 0.24, -0.51], [0.61, -0.42, -0.23], [-0.18, 0.53, 0.07], [0.05, 0.19, 0.13], [0.31, -0.31, -0.03], [-0.13, -0.31, -0.12], [-0.33, -0.13, 0.04], [-0.55, -0.77, 0.22], [0.34, -0.28, -0.49], [0.09, 0.56, -0.51], [-0.82, -2.88, 0.86], [0.40, 2.08, -0.23], [-0.18, -0.14, -0.01], [0.48, 0.23, -0.05], [0.22, 0.44, 0.19], [0.02, 0.04, -0.06], [-0.23, 0.29, 0.25], [0.02, -0.01, -0.05], [0.23, 0.43, -0.11], [0.33, 0.43, 0.29], [-0.74, 0.82, -0.39], [-0.50, -1.31, -0.03], [2.34, -0.86, -0.67], [-0.98, 0.34, 0.46], [-0.14, -0.28, -0.33], [0.24, 0.33, -0.15], [-0.46, -0.17, -0.04], [-0.38, -0.22, 0.37], [0.49, 0.56, 0.22], [0.15, 0.03, -0.03], [-0.35, 0.33, 0.29], [0.55, 0.40, -0.82], [-0.02, -1.02, 1.00], [0.91, 0.10, 1.03], [0.32, -0.23, 1.90], [-0.88, 0.22, -2.64], [-0.07, -0.39, -0.03], [-0.58, 0.11, -0.25], [-0.07, 0.35, -0.13], [-0.15, 0.60, 0.17], [-0.02, -0.22, -0.26], [-0.02, 0.05, 0.02], [0.03, 0.04, 0.01], [0.06, -0.14, -0.48], [0.66, 0.17, 0.90], [-0.30, 0.31, -0.25], [-0.15, 0.08, 0.11], [0.39, -0.23, 0.14], [0.21, -0.02, -0.50], [-0.26, -0.18, 0.40], [-0.61, -0.01, -0.32], [-0.65, 0.21, -0.37], [1.00, 0.08, 0.03], [-0.03, -0.56, 0.29], [0.02, 0.06, -0.48], [-0.26, -0.23, 0.06], [-0.02, 0.29, 0.58], [-0.28, 0.22, 0.16], [0.21, -0.07, -0.27], [-0.13, 0.32, -0.04], [-0.02, -1.33, 0.21], [0.39, 0.84, 0.41], [-0.71, 0.46, 0.12], [-0.06, -0.25, -0.03], [0.41, 0.31, -0.17], [0.10, -0.22, 0.07], [0.02, -0.14, -0.56], [0.06, -0.25, 0.03], [-0.87, -0.29, -0.73], [0.54, 0.12, 0.26], [0.15, -0.36, -0.27], [-0.04, 0.33, 0.14], [0.19, -0.05, 0.23], [-0.04, 0.08, 0.39], [0.01, 0.41, -0.05], [-0.18, -0.27, 0.40], [-0.35, 0.28, -0.71], [-1.44, 0.17, 1.73], [0.89, -0.20, -0.54], [0.50, -0.32, 0.06], [0.17, 0.01, 0.02], [0.11, -0.29, -0.80], [0.30, 0.61, -0.15], [-0.09, -0.25, -0.01], [-0.11, -0.17, -0.17], [-0.47, 0.23, 1.04], [0.71, 0.35, 0.22], [-0.44, -0.18, 0.13], [0.31, 0.22, -0.77], [-0.21, -0.18, -0.58], [0.30, 0.00, 0.14], [0.73, -0.63, -0.71], [-1.26, 0.33, 1.09], [0.56, 0.28, -0.05], [-0.08, -0.14, -0.43], [0.03, 0.38, 0.10], [0.14, -0.20, 0.16], [0.00, -0.22, -0.30], [-0.13, 0.19, 0.14]]
}

***

Which formula does entry 1 have?
C11H15FN3